No. 1
DFT (ωB97M-V/def2-TZVPD) results for a structure of composition C14H9N4O4S2SeW at a distorted geometry.

As for the charge: +1. Its LUMO energy (spin up / spin down) is -6.177 / -6.179 eV. The total energy is -117644.87495 eV.

Geometry (Å):
W 1.90630 0.78873 1.36827
S 1.02901 0.45649 3.73962
C -0.26474 1.28091 2.94569
N -0.10664 1.48963 1.63317
C -1.22142 2.06135 1.07168
C -1.38157 2.36538 -0.28009
C -2.58657 2.89372 -0.69144
C -3.61685 3.12916 0.22281
C -3.46740 2.84578 1.56793
C -2.26251 2.30487 1.99158
S -1.77834 1.80042 3.59409
H -0.56427 2.18397 -0.96614
H -2.74123 3.12898 -1.73319
H -4.54975 3.54141 -0.12870
H -4.26601 3.03295 2.26596
O 1.90858 1.03664 -0.54222
N 1.48126 0.06726 -1.29928
N 1.08809 -0.96428 -0.61349
O 1.09386 -0.85983 0.75364
C 0.60137 -2.09921 -1.25695
C -0.00381 -3.12829 -0.53498
C -0.52333 -4.21226 -1.21848
C -0.43834 -4.28054 -2.60148
C 0.18811 -3.26372 -3.31207
C 0.71305 -2.17402 -2.65042
H -0.06675 -3.06952 0.54076
H -0.99480 -5.01173 -0.66964
H -0.84416 -5.13197 -3.12536
H 0.27398 -3.32876 -4.38514
H 1.20612 -1.37928 -3.18445
O 2.47250 2.36010 1.74101
O 2.69137 3.60499 1.89662
Se 6.45270 -0.99011 1.17341
C 4.84804 -0.43393 1.30457
N 3.72414 -0.04525 1.38271

***

No. 2
DFT (ωB97M-V/def2-TZVPD) results for a structure of composition C28H25N4O2PtSe.

The expectation value of S² is 6.049. As for the charge: +1. Its LUMO energy (spin up / spin down) is -3.467 / -6.114 eV. The total energy is -108081.94482 eV. The spin multiplicity is 5.

Geometry (Å):
Pt 0.39886 -0.21517 -0.23498
C 0.03701 -1.69699 3.44698
C 0.81071 -2.69811 2.62381
C 0.72202 -4.05640 2.90968
C 1.40437 -4.99034 2.15030
C 2.18207 -4.57125 1.08769
C 2.30261 -3.21928 0.77300
C 3.21087 -2.80728 -0.36606
C 1.61422 -2.29328 1.55566
N 1.68227 -0.89378 1.20773
C 2.28603 0.01679 2.03989
O 2.85896 -0.20685 3.08070
C 2.26108 1.41653 1.47229
C 3.10238 2.43215 1.87177
C 3.10525 3.61001 1.13480
C 2.30826 3.72488 -0.00039
C 1.48855 2.66510 -0.32442
N 1.45281 1.57706 0.44079
C 0.69393 2.60753 -1.60130
O 0.65589 3.53557 -2.36519
N 0.14102 1.34255 -1.84616
C -0.71766 1.09539 -2.83232
C -1.77382 2.01721 -3.20389
C -2.06221 3.27304 -2.42922
C -2.57223 1.67161 -4.26457
C -2.38911 0.46867 -4.95022
C -1.40396 -0.45760 -4.56080
C -0.57761 -0.18840 -3.50992
C 0.51108 -1.15448 -3.12297
H -0.73075 -2.19481 4.04148
H -0.45198 -0.95112 2.81247
H 0.69563 -1.15545 4.12752
H 0.10485 -4.38199 3.74343
H 1.32867 -6.04599 2.38753
H 2.71854 -5.30246 0.48916
H 3.25450 -3.58982 -1.12675
H 4.23144 -2.64251 -0.00796
H 2.89709 -1.88130 -0.84062
H 3.74760 2.27135 2.72579
H 3.75740 4.42588 1.42121
H 2.32594 4.59475 -0.64298
H -1.85549 3.14960 -1.36385
H -3.10939 3.54743 -2.54605
H -1.44597 4.09729 -2.78690
H -3.37153 2.34216 -4.55865
H -3.03080 0.23598 -5.79127
H -1.29073 -1.38772 -5.10488
H 0.46247 -2.07056 -3.70836
H 0.40395 -1.45079 -2.06524
H 1.50151 -0.71474 -3.22369
Se -1.81489 -1.11991 0.05249
C -2.70858 0.02151 1.26183
C -2.16509 1.22694 1.69144
C -2.89800 1.98020 2.59695
N -4.09549 1.61097 3.07116
C -4.59331 0.44582 2.64320
C -3.94425 -0.38781 1.74039
H -1.19915 1.56271 1.34490
H -2.50774 2.92517 2.95977
H -5.55975 0.16040 3.04265
H -4.39036 -1.32605 1.43112

***

No. 3
DFT (ωB97M-V/def2-TZVPD) results for a cluster of 2 separate species, C3H12N2OS in total.

The SMILES is NC[C@H](N)CS.O. As for the charge: 0. Its LUMO energy is 0.783 eV. The total energy is -19168.22600 eV.

Geometry (Å):
N -1.17593 1.43662 0.30302
C -0.66443 0.06161 0.40559
C 0.84345 -0.13246 0.70079
N 1.61376 0.99960 0.17036
C 1.38219 -1.46663 0.14830
S 2.76735 -2.11075 1.12307
H -0.58509 1.95519 -0.32671
H -1.07842 1.91163 1.19587
H -0.90378 -0.36128 -0.57568
H -1.20788 -0.46618 1.18318
H 0.98528 -0.09641 1.78214
H 1.28843 1.29435 -0.73951
H 2.58627 0.76056 0.03585
H 1.71182 -1.29456 -0.87684
H 0.60560 -2.22995 0.09201
H 3.49104 -0.98305 1.13453
O -3.98449 0.55209 -2.11097
H -4.00539 -0.35242 -2.44249
H -3.66978 0.52204 -1.20251

***

In order of appearance, energy above the lowest of the compared OMol25 structures with the same formula, charge and spin = 59.37, 7.05, 11.87 kcal/mol.
In order of appearance, molar mass = 624.2, 723.6, 124.2 g mol⁻¹.